# 1
# C12H16N2

A 2-piece molecular cluster, C12H16N2 overall at a distorted geometry (ωB97M-V/def2-TZVPD, OMol25).

Each line ends with the Löwdin charge.
Element x y z (Å)
C 0.26 2.88 0.12  -0.103
C 1.20 3.09 1.33  -0.209
C 1.60 1.77 1.86  -0.354
C 1.14 1.02 2.94  -0.035
N 1.85 -0.20 2.85  0.048
C 2.65 -0.09 1.75  -0.210
N 2.45 1.03 1.11  0.097
H -0.68 2.43 0.44  0.070
H 0.72 2.26 -0.64  0.062
H 0.07 3.89 -0.28  0.069
H 2.04 3.69 1.00  0.109
H 0.60 3.60 2.11  0.111
H 0.50 1.30 3.74  0.102
H 1.70 -0.81 3.63  0.133
H 3.10 -0.94 1.28  0.111
C 0.00 -3.20 -0.61  -0.060
C -0.71 -2.04 -1.23  -0.270
C -1.74 -1.40 -0.50  -0.069
C -2.66 -0.60 -1.09  -0.112
C -2.68 -0.45 -2.48  -0.102
C -1.59 -0.93 -3.20  -0.085
C -0.53 -1.60 -2.55  -0.045
H -0.19 -4.11 -1.18  0.081
H -0.36 -3.31 0.43  0.072
H 1.08 -3.24 -0.40  0.074
H -1.86 -1.55 0.57  0.112
H -3.45 -0.02 -0.62  0.104
H -3.42 0.01 -3.12  0.099
H -1.54 -0.76 -4.27  0.095
H 0.43 -1.71 -3.01  0.105

The HOMO energy is -8.49 eV. As for the orbital gap: 9.25 eV. The net charge is 0. As for the structure (SMILES): CCc1c[nH]cn1.Cc1ccccc1. The LUMO energy comes out at 0.76 eV.

# 2
# C11H10BrNORe

C11H10BrNORe as an isolated structure at a distorted geometry (ωB97M-V/def2-TZVPD, OMol25).

Each line ends with the Löwdin charge.
Element x y z (Å)
C 0.70 0.69 -1.50  -0.266
C 1.91 0.55 -0.79  -0.169
C 2.16 -0.83 -0.73  -0.242
H 2.71 1.29 -0.47  0.154
C 1.09 -1.55 -1.12  -0.164
C 0.16 -0.64 -1.68  -0.263
H -0.77 -0.90 -2.31  0.153
H 0.39 1.72 -1.92  0.155
H 3.13 -1.26 -0.39  0.137
H 1.05 -2.65 -1.11  0.138
Re 0.10 -0.09 0.33  1.303
Br -0.48 0.07 3.16  0.400
C -2.17 0.31 1.29  -0.352
C -2.19 -0.39 0.04  -0.161
C -1.64 0.50 -0.92  -0.285
H -2.92 -1.17 -0.14  0.125
C -1.18 1.69 -0.27  -0.206
C -1.50 1.60 1.11  -0.250
H -1.57 2.41 1.82  0.102
H -2.84 0.04 2.10  0.078
H -1.89 0.46 -1.98  0.137
H -1.04 2.63 -0.77  0.122
O 3.18 -2.00 2.66  0.049
C 2.25 -1.48 2.08  -0.488
N 1.35 -1.02 1.51  -0.207

Its multiplicity is 4. The HOMO energy (alpha / beta) is -5.73 / -7.99 eV. The expectation value of S² is 3.774. As for the orbital gap (alpha / beta): 6.01 / 6.03 eV. The net charge is 0. The LUMO energy (alpha / beta) comes out at 0.28 / -1.97 eV.

# 3
# C36H66O21

A 10-piece molecular cluster, C36H66O21 overall at a distorted geometry (ωB97M-V/def2-TZVPD, OMol25).

Each line ends with the Löwdin charge.
Element x y z (Å)
C -21.36 3.79 4.70  -0.047
O -21.49 3.05 5.89  0.009
C -22.44 3.39 6.74  -0.631
O -23.21 4.32 6.61  0.127
O -22.43 2.55 7.75  0.006
C -23.19 2.82 8.92  -0.035
H -22.04 3.42 3.93  0.100
H -20.35 3.73 4.30  0.092
H -21.56 4.85 4.92  0.095
H -24.23 2.49 8.82  0.102
H -23.20 3.88 9.14  0.099
H -22.78 2.20 9.71  0.047
C -18.32 -3.92 7.29  -0.043
O -18.68 -2.86 6.42  0.023
C -19.85 -2.28 6.58  -0.636
O -20.24 -1.37 5.91  0.152
O -20.52 -2.83 7.61  -0.043
C -21.54 -2.05 8.20  -0.038
H -17.44 -4.39 6.86  0.097
H -19.08 -4.70 7.41  0.098
H -18.09 -3.52 8.28  0.071
H -22.52 -2.25 7.76  0.097
H -21.35 -0.98 8.11  0.087
H -21.62 -2.38 9.24  0.084
C -23.27 0.96 18.28  -0.050
O -23.45 0.72 16.90  -0.002
C -24.65 0.96 16.39  -0.641
O -25.62 1.26 17.03  0.147
O -24.62 0.72 15.10  -0.016
C -25.61 1.27 14.26  -0.039
H -23.67 1.90 18.65  0.099
H -22.21 0.95 18.52  0.094
H -23.75 0.16 18.84  0.097
H -26.36 0.49 14.09  0.098
H -25.27 1.60 13.28  0.086
H -26.16 2.10 14.71  0.101
C -27.39 -1.28 9.05  -0.027
O -28.60 -0.68 9.47  0.010
C -29.21 0.14 8.64  -0.649
O -28.82 0.48 7.57  0.134
O -30.33 0.54 9.22  -0.002
C -31.37 1.06 8.38  -0.024
H -26.67 -0.54 8.70  0.090
H -27.64 -2.04 8.31  0.104
H -26.93 -1.78 9.91  0.081
H -31.39 0.50 7.45  0.098
H -31.15 2.11 8.20  0.096
H -32.30 1.00 8.94  0.092
O -22.66 3.47 11.85  0.112
C -21.75 4.10 12.31  -0.515
C -21.10 3.97 13.66  -0.066
C -19.83 4.81 13.52  -0.126
C -20.16 5.75 12.30  -0.139
O -21.27 5.16 11.65  0.030
H -21.86 4.37 14.34  0.137
H -20.89 2.93 13.88  0.121
H -19.54 5.34 14.42  0.110
H -18.98 4.21 13.20  0.098
H -20.37 6.75 12.69  0.121
H -19.32 5.80 11.61  0.117
O -29.03 -6.23 11.39  0.126
C -28.07 -5.84 11.99  -0.500
C -27.07 -6.65 12.82  -0.070
C -26.14 -5.61 13.43  -0.144
C -26.43 -4.34 12.60  -0.143
O -27.68 -4.57 11.93  0.029
H -27.68 -7.21 13.53  0.128
H -26.46 -7.34 12.24  0.126
H -26.39 -5.41 14.47  0.109
H -25.10 -5.91 13.29  0.109
H -26.49 -3.44 13.21  0.112
H -25.69 -4.13 11.82  0.112
O -18.60 -0.26 8.52  0.157
C -18.61 0.71 9.22  -0.471
C -19.71 1.71 9.47  -0.042
C -19.31 2.32 10.79  -0.120
C -17.76 2.10 10.85  -0.147
O -17.51 1.08 9.91  0.001
H -19.62 2.40 8.62  0.146
H -20.64 1.15 9.47  0.106
H -19.50 3.38 10.87  0.097
H -19.72 1.79 11.65  0.107
H -17.26 3.04 10.60  0.123
H -17.44 1.82 11.86  0.123
C -22.84 -1.18 12.63  -0.151
C -24.18 -1.05 11.85  -0.133
C -23.90 0.05 10.84  -0.173
O -22.47 -0.03 10.60  -0.176
C -21.88 -0.30 11.87  -0.192
H -22.60 -2.25 12.70  0.086
H -22.89 -0.83 13.66  0.105
H -24.97 -0.76 12.54  0.091
H -24.38 -1.95 11.27  0.100
H -24.10 1.09 11.14  0.108
H -24.29 -0.24 9.86  0.118
H -21.66 0.66 12.35  0.114
H -20.89 -0.75 11.72  0.102
C -22.41 -3.09 16.69  -0.156
C -23.45 -3.40 15.61  -0.160
C -24.68 -2.74 16.19  -0.200
O -24.61 -3.03 17.58  -0.121
C -23.24 -3.17 17.97  -0.188
H -22.02 -2.08 16.53  0.107
H -21.51 -3.71 16.65  0.113
H -23.63 -4.48 15.56  0.114
H -23.17 -3.13 14.60  0.085
H -25.63 -3.11 15.77  0.111
H -24.76 -1.67 15.96  0.102
H -23.20 -4.09 18.54  0.119
H -22.90 -2.37 18.64  0.105
C -18.08 -2.63 10.93  -0.147
C -18.95 -3.47 11.89  -0.141
C -19.39 -2.46 12.96  -0.191
O -18.73 -1.24 12.65  -0.168
C -17.64 -1.42 11.77  -0.164
H -18.70 -2.23 10.12  0.084
H -17.30 -3.23 10.47  0.109
H -18.30 -4.27 12.26  0.105
H -19.80 -3.97 11.42  0.104
H -18.96 -2.74 13.93  0.118
H -20.46 -2.33 13.08  0.086
H -16.71 -1.59 12.32  0.125
H -17.62 -0.54 11.13  0.088

The HOMO energy is -9.80 eV. As for the orbital gap: 9.99 eV. The net charge is 0. As for the structure (SMILES): COC(=O)OC.COC(=O)OC.COC(=O)OC.COC(=O)OC.O=C1CCCO1.O=C1CCCO1.O=C1CCCO1.C1CCOC1.C1CCOC1.C1CCOC1. The LUMO energy comes out at 0.19 eV.